[1]
Below is an isolated molecule of C4H2O2, with properties calculated with ωB97M-V with the def2-TZVPD basis set.

XYZ file:
```
8
Properties=species:S:1:pos:R:3
O -2.495 0.366 0.934
C -1.991 -0.282 0.048
C -0.546 -0.442 -0.021
C 0.651 -0.281 -0.066
C 1.991 0.289 -0.050
O 3.030 -0.311 -0.151
H -2.581 -0.726 -0.770
H 1.941 1.387 0.076
```

* max |F|: 0.6 eV/Å
* gap between HOMO and LUMO: 10.00 eV
* SMILES: O=CC#CC=O
* relative energy (zero: lowest compared OMol25 entry of this formula, charge and spin): 10.6 kcal/mol
* HOMO level: -10.98 eV

From a Mulliken analysis of the wavefunction, the atomic charges in e read:
1 O -0.3884
2 C -0.1958
3 C 0.2022
4 C 0.3692
5 C -0.1389
6 O -0.4110
7 H 0.2808
8 H 0.2819



[2]
Below is an isolated molecule of C4H2O3S in a non-equilibrium geometry, with properties calculated with ωB97M-V with the def2-TZVPD basis set.

XYZ file:
```
10
Properties=species:S:1:pos:R:3
C 0.681 -2.284 -0.406
C 0.047 -0.939 -0.274
C -0.077 0.332 -0.312
C -0.611 1.456 0.163
H -0.591 -2.502 -1.967
H -2.126 2.360 0.734
O 0.017 -3.059 -1.358
O 1.654 -2.583 0.333
O -2.035 1.521 0.147
S 0.336 2.607 0.827
```

* max |F|: 9.5 eV/Å
* gap between HOMO and LUMO: 7.80 eV
* SMILES: O=C(O)C#CC(O)=S
* relative energy (zero: lowest compared OMol25 entry of this formula, charge and spin): 26.6 kcal/mol
* HOMO level: -9.63 eV

Mulliken population analysis, charges in e, atoms 1 to 8:
1 C 0.5414
2 C -0.2012
3 C 0.2341
4 C 0.2689
5 H 0.3788
6 H 0.3416
7 O -0.4596
8 O -0.4672



[3]
Below is C4H2O4 as an isolated structure, with properties calculated with ωB97M-V with the def2-TZVPD basis set.

XYZ file:
```
10
Properties=species:S:1:pos:R:3
C -0.993 -1.681 0.028
C 1.464 0.866 0.093
O 0.789 1.986 0.353
O -1.243 0.147 -0.077
C 0.417 -1.607 0.138
C 0.644 -0.358 0.028
O -1.950 -2.322 -0.021
O 2.651 0.802 -0.056
H -0.157 1.765 0.449
H -1.622 0.403 -0.934
```

* max |F|: 0.7 eV/Å
* gap between HOMO and LUMO: 9.04 eV
* relative energy (zero: lowest compared OMol25 entry of this formula, charge and spin): 74.6 kcal/mol
* HOMO level: -10.41 eV

Mulliken population analysis, charges in e, atoms 1 to 8:
1 C 0.9023
2 C 0.3740
3 O -0.4664
4 O -0.7359
5 C -0.9181
6 C 0.8754
7 O -0.3045
8 O -0.4575